47
Properties=species:S:1:pos:R:3:nbo_charge:R:1 method="wB97M-V/def2-TZVPD" spin_multiplicity=1 homo_energy_ev=-12.21 fmax_ev_per_a=7.9 charge=+1 gap_ha=0.309 energy_ha=-5256.10241
N 0.185 2.660 -0.921 -1.057
B -1.011 1.734 -0.887 1.040
O -1.934 1.701 -1.993 -0.904
C -1.126 0.791 0.452 0.138
N -0.892 1.241 1.817 -0.495
C -1.025 0.170 2.795 0.148
C -0.834 0.133 4.377 -0.456
C -1.273 1.473 5.140 -0.536
S -0.294 2.994 4.659 0.270
C 1.368 2.478 4.072 0.187
N 2.604 2.296 4.807 -0.219
N 3.620 1.899 3.992 -0.264
C 3.143 1.754 2.619 0.232
O 1.791 2.141 2.739 -0.485
C -1.374 -1.004 1.852 -0.010
I -1.749 -3.104 2.359 0.254
N -1.434 -0.633 0.446 -0.524
H 0.713 2.549 -0.027 0.371
H 0.842 2.297 -1.645 0.411
H -1.468 1.181 -2.700 0.510
H -0.630 2.216 2.025 0.473
H 0.252 -0.152 4.601 0.269
H -1.533 -0.706 4.767 0.270
H -2.418 1.644 5.103 0.265
H -1.041 1.299 6.263 0.256
H 3.754 1.409 1.693 0.226
H -1.617 -1.219 -0.386 0.481
C 0.284 -0.488 -5.223 -0.393
Cl 1.288 0.949 -4.996 -0.013
Cl -1.128 -0.454 -4.158 -0.028
H -0.054 -0.525 -6.257 0.240
H 0.877 -1.373 -4.996 0.230
C -1.331 -4.218 -1.406 -0.408
Cl -2.976 -4.178 -2.050 -0.006
Cl -0.244 -3.205 -2.364 -0.039
H -1.343 -3.844 -0.385 0.209
H -0.969 -5.245 -1.422 0.236
C -4.362 -3.692 -5.444 -0.401
Cl -3.358 -2.254 -5.218 -0.037
Cl -5.773 -3.660 -4.379 -0.018
H -4.700 -3.729 -6.479 0.230
H -3.768 -4.577 -5.218 0.224
C 6.180 2.372 0.483 -0.396
Cl 7.540 2.012 -0.582 0.020
Cl 4.930 1.122 0.365 0.024
H 6.537 2.418 1.511 0.241
H 5.750 3.330 0.197 0.233